No. 1
DFT (ωB97M-V/def2-TZVPD) results for a cluster of 2 separate species, CH3N5O in total.

Geometry as XYZ:
```
10
Properties=species:S:1:pos:R:3:forces:R:3
C 1.14388 0.52330 -0.46635 -1.340 -0.860 -1.946
N 0.39490 -1.38409 0.59481 -2.137 -2.546 0.211
N -1.64487 -0.76476 0.00924 2.338 1.823 -0.605
N 1.12881 -0.45709 0.43566 5.462 1.488 2.824
N -2.35246 -1.62864 0.05840 1.247 2.475 0.209
N 0.89689 1.69777 -0.61699 -0.581 5.244 1.877
O -3.20694 -2.31563 0.18837 -3.722 -4.096 0.276
H 2.08937 -0.45172 1.07707 -1.792 -0.263 -1.133
H 0.83054 2.49943 0.17750 -0.087 -2.254 -0.883
H 0.71988 2.28143 -1.45771 0.611 -1.010 -0.830
```
Forces are in eV/Å.

Summary:
- E_HOMO (alpha / beta) (hartree) = -0.73873 / -0.73633
- gap between HOMO and LUMO (alpha / beta) (eV) = 7.7 / 6.4
- <S²> = 2.04
- net charge = +2
- spin multiplicity = 3

No. 2
DFT (ωB97M-V/def2-TZVPD) results for a cluster of 4 separate species, C8H16Br8 in total.

Geometry as XYZ:
```
32
Properties=species:S:1:pos:R:3:forces:R:3
Br -1.22677 -0.84971 -3.70580 0.686 0.685 0.504
C 0.17099 0.23763 -2.79380 0.316 -0.521 1.311
C 0.20811 -0.10843 -1.27973 -0.238 0.486 -0.427
Br 1.51883 0.99033 -0.31195 0.108 -0.031 -0.311
H -0.01472 1.30445 -2.91832 -0.222 -0.272 -0.257
H 1.14615 -0.03661 -3.19622 -0.288 0.037 -0.366
H 0.53183 -1.12906 -1.07573 -0.354 0.134 -0.114
H -0.70510 0.17726 -0.75769 -0.064 -0.501 -0.356
Br 2.82441 -7.84598 -3.46426 -0.569 0.927 0.477
C 2.11146 -6.26369 -2.47021 0.769 1.098 -0.005
C 2.33143 -4.95123 -3.32210 -0.759 -1.575 0.397
Br 1.35292 -3.41400 -2.56531 0.413 -0.620 -0.107
H 2.66935 -6.24053 -1.53409 0.175 0.039 -0.223
H 1.07092 -6.38758 -2.17017 0.010 -0.277 -0.630
H 1.85102 -5.16016 -4.27796 0.245 0.399 -0.037
H 3.38158 -4.68560 -3.44345 -0.250 -0.035 0.114
Br 0.59048 6.15181 1.30550 0.072 -1.013 0.140
C 0.94620 4.40092 2.20249 1.382 -0.188 0.147
C 2.40178 3.92379 1.82199 -1.731 0.012 1.192
Br 2.97653 2.37832 3.06441 -0.543 1.360 -1.025
H 0.19616 3.64403 1.97302 -0.061 0.387 -0.204
H 0.91786 4.67442 3.25724 -0.069 -0.220 -0.149
H 3.02370 4.79356 2.03368 0.508 -0.600 -0.337
H 2.39911 3.51367 0.81209 0.436 0.260 0.222
Br -5.96232 2.66634 3.58969 0.981 -0.746 -0.121
C -4.07766 1.92746 3.41271 -0.785 -0.623 -0.663
C -4.03579 0.68886 2.36987 0.015 1.658 0.343
Br -2.19059 0.45947 1.60012 -1.032 0.053 0.794
H -3.75785 1.70528 4.43078 -0.251 -0.572 -0.209
H -3.54405 2.84820 3.17696 0.138 -0.527 -0.811
H -4.66539 0.83822 1.49272 0.241 0.706 0.082
H -4.44073 -0.25156 2.74367 0.721 0.082 0.629
```
Forces are in eV/Å.

Summary:
- SMILES = BrCCBr.BrCCBr.BrCCBr.BrCCBr
- E_HOMO (hartree) = -0.37773
- gap between HOMO and LUMO (eV) = 10.5

No. 3
DFT (ωB97M-V/def2-TZVPD) results for a structure of composition C38H41I2LaN16O2.

Geometry as XYZ:
```
100
Properties=species:S:1:pos:R:3:forces:R:3
La 1.15193 -0.13487 0.52930 -0.589 1.132 -1.687
C 3.35061 3.22992 -0.26264 1.099 -0.449 0.240
C 2.13867 3.69833 0.54008 -0.132 -1.231 1.812
C 0.69495 3.54259 0.15576 -0.851 -0.319 -1.471
C -0.02695 4.46559 -0.63630 0.662 0.715 0.907
C -1.40005 4.35028 -0.71773 0.581 -0.327 0.205
C -2.04258 3.24068 -0.20833 0.214 -1.129 0.271
C -1.26756 2.26789 0.45354 1.261 2.197 -0.845
N 0.06469 2.43291 0.62068 0.009 0.947 -0.314
N 3.08989 2.13502 -1.20916 -0.841 0.058 0.602
C 2.33046 2.59541 -2.38541 0.204 0.897 2.273
C 1.25164 1.68690 -2.84365 0.419 0.626 -2.097
C 0.88083 1.97175 -4.18950 0.059 -0.156 0.388
C -0.32012 1.43548 -4.67135 0.927 -0.501 1.612
C -0.97883 0.58177 -3.77339 -0.106 -0.127 -0.008
C -0.52808 0.37812 -2.46064 -0.067 -0.036 -1.141
N 0.65207 0.83269 -2.02810 -0.917 1.073 0.355
C 4.28316 1.40218 -1.57701 2.074 1.358 0.466
C 4.02963 0.13375 -2.29721 -0.140 0.058 -2.278
C 4.38667 -0.06037 -3.66874 -0.324 -0.072 1.528
C 3.92041 -1.20095 -4.30769 0.660 0.219 -0.161
C 3.26401 -2.19552 -3.59618 0.591 0.252 -0.293
C 3.03472 -1.93045 -2.26469 -1.263 -0.339 0.866
N 3.30775 -0.74530 -1.67054 -0.808 -1.884 0.903
H 4.04965 2.85774 0.54852 -0.550 0.281 -1.152
H 3.85813 4.11479 -0.72981 -0.314 -0.648 -0.069
H 2.18830 3.09993 1.51080 0.050 0.947 -0.989
H 2.36846 4.72492 0.76304 -0.273 0.569 0.363
H 0.40294 5.39700 -1.07357 0.077 -0.968 0.576
H -1.91506 5.19259 -1.11457 -0.671 0.190 -0.604
H -3.09041 3.08635 -0.41290 -0.206 -0.051 0.353
H -1.60622 1.39804 0.93773 -0.978 -1.057 0.097
H 2.99195 2.82286 -3.19805 0.576 0.159 -0.637
H 1.85462 3.59118 -2.08865 0.472 -1.343 -0.516
H 1.62355 2.57399 -4.78354 -1.299 -0.478 0.557
H -0.71971 1.66615 -5.63740 0.009 -0.173 -0.468
H -1.76550 -0.09512 -4.09653 -0.402 0.647 0.044
H -1.12399 -0.16948 -1.73803 0.177 -0.137 -0.308
H 4.89588 1.20133 -0.62851 -0.829 0.276 -1.320
H 4.88561 2.06071 -2.28202 -0.107 -0.573 0.813
H 5.05133 0.67403 -4.08881 -0.099 0.090 -0.561
H 4.11034 -1.40895 -5.35201 0.209 0.337 -0.102
H 3.07299 -3.12659 -4.14293 -0.368 0.303 0.780
H 2.48238 -2.64265 -1.62740 0.416 0.271 -0.368
I -3.31272 -6.78866 0.77646 0.012 -0.092 0.017
C -2.71910 -4.83344 0.37366 0.099 0.464 -0.365
C -2.03372 -4.53983 -0.81468 -0.825 0.687 1.790
C -1.62484 -3.22517 -1.01269 -0.040 -0.338 0.864
I -0.82700 -2.82353 -2.84954 0.650 -0.137 -0.624
C -1.69458 -2.24154 -0.00174 -1.038 -0.618 0.323
O -0.91190 -1.20287 0.02270 -0.222 0.427 0.028
C -2.74494 -2.50575 0.97360 0.398 0.453 -0.927
C -3.46856 -1.46097 1.80025 0.864 -0.726 0.958
N -3.74321 -0.19976 1.19732 0.692 0.713 -0.080
C -4.95004 0.01505 0.47012 -0.329 -0.045 -1.502
C -4.89451 -0.40272 -1.01160 -1.089 -1.202 0.465
C -5.24073 -1.68031 -1.48539 -0.293 0.614 0.287
C -5.33210 -1.87489 -2.86252 0.412 -1.715 0.768
C -5.03830 -0.88600 -3.74313 1.832 3.288 -0.467
C -4.73120 0.42517 -3.17389 -0.856 -3.122 -0.041
N -4.71638 0.59460 -1.84517 0.722 1.815 -1.821
C -3.14108 -3.78925 1.22924 0.400 -1.427 -1.564
H -1.77927 -5.27812 -1.53136 -0.007 -0.622 -0.454
H -4.45264 -1.94608 2.10474 1.204 0.452 0.289
H -2.69198 -1.36855 2.61972 -1.521 0.631 -0.086
H -3.55705 0.59902 1.77159 0.175 -0.116 0.395
H -5.84777 -0.48979 0.86934 0.172 0.165 0.420
H -5.09826 1.10974 0.39116 -0.208 -0.623 0.330
H -5.51388 -2.50242 -0.81563 0.341 0.361 -0.123
H -5.50003 -2.90134 -3.18287 -0.177 0.224 -0.213
H -4.77894 -1.00887 -4.82207 -0.930 -0.171 0.941
H -4.56078 1.23393 -3.87887 0.137 0.267 0.523
H -3.84505 -4.01063 2.01432 -0.135 0.036 0.155
N 3.76301 -2.12714 2.44573 -0.700 0.685 -0.094
C 3.75503 -0.78043 2.74846 -0.636 0.069 -1.548
N 4.67476 -0.30347 3.55117 -1.028 1.104 0.120
N 4.42671 1.02450 3.50978 0.804 1.196 -0.176
N 3.50573 1.34788 2.65947 0.041 -1.096 1.073
N 2.98327 0.18616 2.16307 1.397 -1.244 0.553
C 2.82837 -2.86421 1.75592 -0.857 -1.619 -0.484
N 2.86082 -4.20617 1.79206 -0.754 0.950 -0.944
N 1.82281 -4.58899 0.92965 1.311 0.670 1.438
N 1.22731 -3.56620 0.49692 -0.501 0.718 -0.661
N 1.80453 -2.40329 0.96169 1.566 -1.572 1.288
H 4.34843 -2.60959 3.08714 0.348 -0.798 0.184
C 0.16437 2.14126 4.76004 1.155 0.313 0.714
N 0.32067 0.70528 4.84643 -0.548 -0.513 -0.817
C 0.46396 0.16713 6.18782 0.573 -1.082 0.197
C 0.03766 -0.05049 3.77328 0.488 0.924 -1.475
C -0.19080 -1.51294 3.99567 0.191 -1.217 -0.843
O -0.02975 0.45466 2.57764 -0.229 -1.051 3.296
H -0.46858 2.46091 5.60418 0.022 0.058 -0.579
H -0.23255 2.34790 3.79144 -0.391 0.495 -0.472
H 1.15110 2.63026 4.86657 -0.432 -0.110 -0.113
H 0.33188 1.00408 6.85699 0.325 0.027 0.343
H 1.44495 -0.37704 6.38322 -1.109 0.913 -0.413
H -0.34551 -0.53090 6.40078 0.039 -0.099 0.041
H 0.74386 -2.06250 4.34177 -1.278 0.763 0.007
H -0.42865 -1.95659 3.00226 0.153 0.247 0.606
H -1.09598 -1.67973 4.63133 1.001 0.022 -0.151
```
Forces are in eV/Å.

Summary:
- E_HOMO (hartree) = -0.25852
- gap between HOMO and LUMO (eV) = 7.2

Energy relative to the best compared isomer or geometry (same formula, charge and spin)? In order: 1.4591, 1.2809, 0.9155 eV.
Molecular weight? In order: 101.07, 751.45, 1146.57 g mol⁻¹.